ORCA calculation (ωB97M-V with the def2-TZVPD basis set) on a structure of composition C33H47BN10O4RuSSe2.

```
99
Properties=species:S:1:pos:R:3:lowdin_spin:R:1
Ru -0.45615 1.15719 0.47133 0.013
C -3.46609 -0.99557 -0.26308 0.000
C -4.31978 0.26091 -0.25809 0.000
C -4.54622 0.82229 -1.66594 0.000
C -3.82670 1.32250 0.68934 0.000
C -4.70079 2.13781 1.42988 0.000
C -3.88781 2.93149 2.19658 0.000
N -2.61420 2.61218 1.92565 0.000
N -2.55719 1.62741 0.98637 0.000
B -1.39902 3.24629 2.61265 0.000
N -0.51563 3.93034 1.57563 0.000
C -0.10431 5.20118 1.54908 0.000
C 0.59035 5.39583 0.38302 0.000
C 0.56752 4.15386 -0.27285 0.001
N -0.12108 3.26476 0.46840 0.001
C 1.13533 3.93774 -1.64194 0.003
C 2.63759 4.20928 -1.71712 0.000
C 0.39182 4.81245 -2.65355 0.001
N -0.56943 2.18577 3.33451 0.000
C -0.12535 2.17740 4.59525 0.000
C 0.54830 0.99781 4.80080 0.000
C 0.44416 0.30343 3.58268 0.001
N -0.20464 1.05784 2.68466 0.001
C 0.83554 -1.12582 3.37861 0.000
C 2.34874 -1.33061 3.44767 0.000
C 0.12298 -1.97838 4.43402 0.000
H -3.86753 -1.73213 -0.96218 0.000
H -3.42217 -1.45381 0.72568 0.000
H -2.44860 -0.78572 -0.57135 0.000
H -5.30677 -0.00764 0.13641 0.000
H -3.60014 1.06518 -2.14852 0.000
H -5.15658 1.72772 -1.63563 0.000
H -5.05853 0.08055 -2.28351 0.000
H -5.77718 2.11631 1.40442 0.000
H -4.11031 3.69362 2.92430 0.000
H -1.78340 4.06490 3.40898 0.000
H -0.35922 5.87029 2.35414 0.000
H 1.04543 6.30529 0.02938 0.000
H 0.93401 2.91287 -1.91862 0.002
H 2.86960 5.22751 -1.38922 0.000
H 2.97592 4.09614 -2.74840 0.000
H 3.21245 3.51148 -1.11017 0.000
H 0.58733 5.87549 -2.48441 0.000
H -0.68419 4.64595 -2.59305 0.001
H 0.71806 4.56023 -3.66443 0.000
H -0.33822 3.00419 5.25284 0.000
H 1.00427 0.65172 5.71268 0.000
H 0.48669 -1.42457 2.39686 0.000
H 2.72797 -1.10659 4.44961 0.000
H 2.86830 -0.68349 2.73808 0.000
H 2.60008 -2.36732 3.20753 0.000
H 0.43602 -1.68737 5.44065 0.000
H 0.36015 -3.03265 4.29926 0.000
H -0.95947 -1.85228 4.36858 0.000
N 2.89499 -6.54023 3.11442 0.000
C 2.25054 -5.60071 2.30156 0.000
C 0.95870 -5.17409 2.60134 0.000
C 0.31076 -4.27002 1.77585 0.000
C 0.94408 -3.77966 0.64529 0.000
C 2.21958 -4.22393 0.32048 0.000
C 2.86863 -5.12490 1.14465 0.000
S 0.07360 -2.64852 -0.41335 0.001
O 0.60616 -2.86378 -1.73724 0.001
O -1.32237 -2.92317 -0.19841 0.000
N 0.34301 -1.14869 0.12542 0.000
C 1.58009 -0.61146 0.04565 0.000
N 2.72225 -1.26741 -0.17741 0.000
C 3.83878 -0.55728 -0.09042 0.000
C 3.87333 0.78585 0.25165 0.000
C 2.64632 1.40184 0.44422 0.000
N 1.52200 0.72711 0.30467 0.000
H 2.56921 -6.55645 4.06742 0.000
H 3.90043 -6.50960 3.06654 0.000
H 0.45936 -5.55781 3.48444 0.000
H -0.69746 -3.94419 1.99740 0.000
H 2.68865 -3.85349 -0.57853 0.000
H 3.86290 -5.47402 0.88845 0.000
H 4.76076 -1.09815 -0.28533 0.000
H 4.80066 1.33087 0.34395 0.000
H 2.54907 2.45133 0.69607 0.000
O -1.41928 0.92818 -5.31524 0.003
C -1.15871 -0.40551 -5.69120 0.009
C -0.51512 -1.30214 -4.62514 0.081
C -0.28630 -2.66355 -5.34214 0.055
O 0.33840 -3.64599 -4.53998 0.010
C -1.46979 -1.53277 -3.50044 0.659
Se -0.93376 1.13638 -1.96832 0.072
C 0.87118 -0.84127 -4.15048 0.010
Se 1.10214 0.82305 -3.12988 -0.004
H -1.63160 0.95952 -4.36995 0.001
H -0.50493 -0.35597 -6.56821 0.000
H -2.09156 -0.89907 -6.00477 0.000
H 0.36664 -2.51496 -6.20863 0.006
H -1.25816 -3.02223 -5.70579 0.003
H 0.07051 -3.51412 -3.62011 0.005
H -1.14727 -1.93565 -2.55417 0.029
H -2.53543 -1.46511 -3.68517 0.037
H 1.50869 -0.68170 -5.02521 0.000
H 1.30842 -1.62778 -3.54741 0.001
```

Calculated values
LUMO (spin up / spin down) (eV): 2.42 / 2.42
Net charge: -1
HOMO energy (spin up / spin down) (eV): -3.63 / -3.95
Expectation value of S²: 0.756
2S+1: 2
Electronic energy (eV): -202866.423

ORCA calculation (ωB97M-V with the def2-TZVPD basis set) on a structure of composition C33H47N2O4PPdSSbSe.

```
91
Properties=species:S:1:pos:R:3:lowdin_charge:R:1
Pd 0.02925 -0.81953 -0.68354 0.293
O 2.10688 -0.15312 -1.32880 -0.450
S 2.19716 1.09678 -0.50264 0.466
O 3.43523 1.29091 0.19584 -0.276
O 1.00200 1.20171 0.33618 -0.392
C 1.94336 2.33959 -1.70398 -0.273
C 2.85693 3.36353 -1.87999 -0.032
C 2.59801 4.33861 -2.83347 -0.050
C 1.44602 4.26757 -3.60014 -0.050
C 0.54005 3.22987 -3.41788 -0.071
C 0.77108 2.24784 -2.46335 -0.298
P -0.53675 0.94414 -2.25354 1.077
C -0.70299 0.27615 -3.92273 -0.353
C 0.42602 0.15370 -4.73067 -0.091
C 0.35019 -0.53181 -5.93586 -0.065
C -0.84946 -1.09989 -6.33985 -0.063
C -1.98049 -0.96970 -5.54399 -0.069
C -1.90470 -0.29520 -4.33531 -0.119
C -1.94777 2.04108 -1.94663 -0.380
C -2.08960 2.50094 -0.63859 -0.112
C -3.11173 3.37801 -0.31565 -0.061
C -3.99650 3.80527 -1.29890 -0.064
C -3.84613 3.36742 -2.60702 -0.060
C -2.82023 2.48909 -2.93504 -0.097
H 3.74903 3.38347 -1.26839 0.119
H 3.29228 5.15683 -2.97284 0.114
H 1.24315 5.02805 -4.34296 0.113
H -0.35682 3.19406 -4.02524 0.112
H 1.36327 0.59894 -4.41915 0.109
H 1.22977 -0.62120 -6.56068 0.111
H -0.90397 -1.64551 -7.27293 0.111
H -2.92061 -1.40214 -5.86247 0.114
H -2.78676 -0.20863 -3.71097 0.097
H -1.37867 2.18089 0.11492 0.091
H -3.22403 3.72589 0.70346 0.114
H -4.79894 4.48611 -1.04587 0.110
H -4.52674 3.71046 -3.37569 0.111
H -2.70922 2.15399 -3.95834 0.102
C 3.00300 -2.26688 -3.42786 -0.010
N 3.68547 -2.27115 -2.13646 -0.116
C 5.01339 -1.97485 -1.93508 -0.016
C 5.24624 -2.09313 -0.61244 -0.013
N 4.05322 -2.45577 -0.02644 -0.093
C 3.86092 -2.69481 1.39976 0.004
C 3.09504 -2.54270 -0.96375 -0.654
Se 1.31890 -3.09425 -0.74145 0.802
H 3.73800 -2.04156 -4.19589 0.101
H 2.22112 -1.51546 -3.41976 0.059
H 2.56258 -3.24350 -3.61160 0.092
H 5.67449 -1.71668 -2.74231 0.132
H 6.14886 -1.96114 -0.04408 0.134
H 4.83724 -2.71459 1.87506 0.103
H 3.35773 -3.64662 1.54718 0.092
H 3.26123 -1.90031 1.82802 0.059
C -3.40440 -3.17304 -2.78324 -0.129
C -2.70833 -3.71411 -1.54094 -0.528
C -1.51259 -4.57454 -1.94450 -0.179
Sb -2.06034 -2.18466 -0.17034 1.537
C -2.01206 -3.30201 1.67037 -0.530
C -3.25894 -4.17889 1.77332 -0.130
C -0.74603 -4.12296 1.87837 -0.164
C -3.80815 -1.02392 0.29683 -0.520
C -3.42025 -0.06459 1.42453 -0.136
C -4.39149 -0.27060 -0.89667 -0.123
H -3.63615 -4.00403 -3.45633 0.090
H -2.76000 -2.48353 -3.32426 0.044
H -4.34160 -2.67139 -2.55535 0.058
H -3.41199 -4.30461 -0.95294 0.079
H -0.80747 -4.00006 -2.54770 0.042
H -1.85465 -5.42242 -2.54521 0.088
H -0.96349 -4.97239 -1.08953 0.036
H -2.04275 -2.51449 2.42244 0.068
H -3.20581 -5.03020 1.09232 0.073
H -4.18658 -3.64061 1.57444 0.062
H -3.32839 -4.57990 2.78791 0.090
H -0.70241 -4.97222 1.19253 0.068
H -0.73470 -4.52501 2.89619 0.091
H 0.15382 -3.53335 1.73384 -0.015
H -4.53717 -1.74852 0.66370 0.080
H -2.61890 0.60313 1.10781 0.042
H -3.08970 -0.58713 2.32299 0.066
H -4.27788 0.55717 1.69584 0.089
H -3.65157 0.37389 -1.36484 0.038
H -5.20933 0.37266 -0.55861 0.091
H -4.79504 -0.93653 -1.65468 0.053
C 1.11754 -1.00905 2.84938 -0.126
O -0.07000 -0.84532 2.08142 -0.211
H 1.00847 -0.57420 3.84389 0.094
H 1.97126 -0.54735 2.34692 0.065
H 1.28391 -2.07845 2.95598 0.072
H -0.22691 0.10490 2.00276 0.062
```

Calculated values
LUMO (spin up / spin down) (eV): -3.79 / -3.79
Net charge: +1
HOMO energy (spin up / spin down) (eV): -10.31 / -10.31
Electronic energy (eV): -141637.033

Number 1: strongest force on any atom 0.6 eV/A. Number 2: strongest force on any atom 2.1 eV/A.